# 1
# C6H10F2NO4S2

An isolated ion of composition C6H10F2NO4S2 and charge -1 at a distorted geometry (ωB97M-V/def2-TZVPD, OMol25).

- HOMO energy (eV) = -4.10
- E (Eh) = -1586.44773
- net charge = -1
- gap between HOMO and LUMO (eV) = 7.4

CARTESIAN COORDINATES (ANGSTROEM)
C -2.348 0.121 -1.275
C -1.403 -1.137 -1.455
C -2.405 0.526 0.187
C -0.018 -0.840 -0.949
C -0.952 0.837 0.610
C 2.646 0.552 1.568
N -0.047 -0.224 0.392
O 3.960 -0.216 -0.771
O 2.468 1.734 -1.055
O 0.400 -0.368 2.786
O 1.701 -1.802 1.165
F 2.341 1.663 2.324
F 3.646 -0.221 2.128
S 3.493 1.073 -0.234
S 1.136 -0.534 1.563
H -1.933 0.851 -1.888
H -3.311 -0.128 -1.714
H -1.846 -2.028 -0.929
H -1.212 -1.458 -2.452
H -3.199 1.237 0.255
H -2.766 -0.479 0.746
H 0.532 -1.778 -0.883
H 0.619 -0.314 -1.701
H -0.631 1.713 -0.062
H -0.872 1.221 1.647

List of Löwdin charges in e, atom by atom:
1. C -0.21
2. C -0.18
3. C -0.18
4. C -0.20
5. C -0.24
6. C -0.59
7. N -0.22
8. O -0.52
9. O -0.54
10. O -0.31
11. O -0.30
12. F -0.01
13. F -0.02
14. S 0.69
15. S 0.70
16. H 0.08
17. H 0.10
18. H 0.12
19. H 0.09
20. H 0.09
21. H 0.16
22. H 0.11
23. H 0.13
24. H 0.14
25. H 0.12



# 2
# C4H12ClN2Si

A 2-piece molecular cluster, C4H12ClN2Si overall at a distorted geometry (ωB97M-V/def2-TZVPD, OMol25).

- HOMO energy (eV) = -13.03
- E (Eh) = -1018.44064
- net charge = +1
- gap between HOMO and LUMO (eV) = 9.2

CARTESIAN COORDINATES (ANGSTROEM)
C 0.036 0.701 -1.312
C 1.199 2.901 -1.350
C -2.039 -0.552 1.159
C -0.690 -1.583 -0.549
N 1.105 1.470 -1.409
N -0.846 -1.060 0.601
Si 0.889 -2.557 -1.129
Cl -1.375 1.690 -1.013
H 0.458 3.347 -1.986
H 2.120 3.194 -1.821
H 1.077 3.351 -0.382
H -2.865 -1.187 0.781
H -1.943 -0.659 2.238
H -2.228 0.415 0.885
H -1.666 -1.720 -1.121
H 1.932 0.969 -1.810
H 0.032 -0.794 1.132
H 1.158 -2.071 -2.411
H 0.547 -3.970 -0.936
H 2.043 -2.406 -0.280

List of Löwdin charges in e, atom by atom:
1. C -0.48
2. C -0.11
3. C -0.07
4. C -0.26
5. N -0.14
6. N -0.12
7. Si 0.73
8. Cl 0.69
9. H 0.07
10. H 0.09
11. H 0.09
12. H 0.12
13. H 0.11
14. H 0.00
15. H 0.14
16. H 0.16
17. H 0.19
18. H -0.08
19. H -0.06
20. H -0.07



What is the formula in the first record?
C6H10F2NO4S2



net charge of number 1 (C6H10F2NO4S2)?
-1